Entry 1:
99
Properties=species:S:1:pos:R:3 method="wB97M-V/def2-TZVPD" orbital_gap_ev=6.912 e_above_lowest_kcal_mol=48.6 total_energy_ha=-1925.92051 homo_ev=-9.287 total_charge=+1
C 3.279 -5.077 1.202
H 0.209 0.027 1.047
C 4.409 0.637 2.649
H -3.559 3.249 -4.341
C 2.451 -0.319 -0.377
C -4.723 0.072 -3.725
H 2.089 1.508 2.067
C 0.919 0.414 -2.138
H 5.280 -0.720 -0.352
C -0.863 3.021 1.323
H 1.115 -5.055 1.056
C 2.287 1.046 -2.318
C -1.920 0.242 -1.188
C 6.714 1.182 2.091
H 2.754 0.558 -3.170
H -2.844 -6.070 -0.904
H 0.115 1.138 -2.361
H -1.915 4.516 2.473
H -6.894 1.125 -6.850
H -1.989 2.607 -2.633
H -1.707 -2.864 2.188
C 0.043 3.923 3.349
C -3.854 -0.264 -2.702
H 0.582 5.600 6.102
H 7.413 0.381 0.194
H -1.121 6.448 3.626
C -0.990 3.913 2.367
H -2.119 5.270 4.489
C 3.095 -2.274 1.172
H 1.088 3.909 5.905
C 1.934 -3.066 1.125
N -0.071 4.783 4.398
C -1.961 -6.211 -0.262
H -0.579 -6.084 2.062
H 5.731 1.780 3.920
C -2.795 0.597 -2.302
H 2.207 2.085 -2.587
H -5.672 3.756 -5.135
C 2.958 -0.730 1.079
H 3.357 -6.165 1.229
C -1.144 5.755 4.466
C 4.343 -2.901 1.305
H -1.908 -4.410 -1.879
H -5.935 -0.248 -6.198
H 1.902 5.189 4.989
H 1.887 2.946 4.088
C -5.503 3.011 -5.933
C -6.437 0.708 -5.930
H 0.959 -2.573 1.107
H -7.263 0.496 -5.200
C -1.697 -1.418 0.611
C -4.634 1.346 -4.370
C 4.252 -0.020 1.428
C 0.218 2.140 1.200
C -1.736 -2.713 1.109
C 4.438 -4.296 1.254
C 2.025 -4.455 1.123
N 0.948 -0.047 -0.702
C 5.628 1.247 2.971
H 0.409 -0.943 -0.623
C -1.806 -1.160 -0.762
H 4.117 0.617 -1.265
C 1.251 2.182 2.192
H 5.263 -2.317 1.438
C -1.050 1.209 -0.645
H -2.327 -6.129 2.422
H 2.622 -1.203 -1.006
H -2.079 -7.135 0.307
C 0.044 1.003 0.273
H -4.564 3.278 -6.453
H 0.795 -0.459 -2.793
N -5.466 1.669 -5.403
H -0.963 6.274 5.379
H 3.089 1.709 -0.388
H -1.699 2.928 0.635
C 6.576 0.473 0.892
H -5.473 -0.652 -4.047
C 1.157 3.020 3.265
N -1.815 -5.116 0.672
H 7.669 1.664 2.332
H -1.707 -0.591 1.314
C -2.733 1.867 -2.927
C 0.956 4.869 5.416
H -1.061 2.185 -1.148
C 5.357 -0.127 0.566
H 3.586 0.673 3.371
H 2.181 -0.438 1.808
H -6.328 3.062 -6.652
H -4.027 -1.193 -2.167
C -1.903 -2.266 -1.652
C -1.813 -3.823 0.219
H -2.061 -2.112 -2.721
C -1.514 -5.498 2.032
C 3.081 0.842 -1.052
C -3.636 2.257 -3.900
H 5.426 -4.761 1.274
H -1.392 -4.629 2.690
C -1.880 -3.569 -1.183
H -1.077 -6.307 -0.919

***

Entry 2:
7
Properties=species:S:1:pos:R:3 method="wB97M-V/def2-TZVPD" orbital_gap_ev=12.064 e_above_lowest_kcal_mol=22.7 total_energy_ha=-352.31652 homo_ev=-11.071 smiles=F[C@@H]1O[C@@H]1F total_charge=0
C -0.972 -0.306 -0.206
H -0.371 -0.693 -1.107
F -2.300 -0.106 -0.535
F -1.085 1.181 1.641
O -0.617 -0.966 0.970
C -0.287 0.368 0.965
H 0.791 0.473 0.869

***

Entry 3:
12
Properties=species:S:1:pos:R:3 method="wB97M-V/def2-TZVPD" orbital_gap_ev=9.283 e_above_lowest_kcal_mol=53.9 total_energy_ha=-244.58947 homo_ev=-8.444 total_charge=0
H 2.784 0.170 0.138
H 2.087 -1.415 0.130
H -1.951 0.729 -0.766
H -1.979 0.552 1.011
N 0.320 1.492 -0.081
N -0.526 -0.619 -0.310
H 1.152 2.033 -0.060
H -0.100 -1.531 0.135
C 0.608 0.117 -0.197
C -1.885 -0.104 0.112
N 1.970 -0.493 0.025
H -2.480 -0.932 -0.138

***

Entry 4:
53
Properties=species:S:1:pos:R:3 method="wB97M-V/def2-TZVPD" orbital_gap_ev=8.441 e_above_lowest_kcal_mol=26.1 total_energy_ha=-1413.47634 homo_ev=-8.645 smiles="CCOc1cccc([C@H]2C(C(=O)c3ccc(C)o3)=C(O)C(=O)N2Cc2ccncc2)c1" total_charge=0
H 2.598 0.745 -3.833
C 0.562 0.124 -1.221
C -3.572 -3.156 -3.237
C -0.888 -1.052 1.636
C -2.472 0.016 -1.511
H -3.954 -2.262 -1.318
O 2.008 -2.542 0.114
C 2.109 2.144 -2.303
C 0.834 3.978 0.580
H 2.210 1.146 5.078
O -3.110 -0.182 1.360
H 3.741 -3.102 2.399
C -2.668 -1.057 -2.548
C -2.039 -0.993 -3.785
H -4.173 -4.039 -3.063
H -1.946 -0.960 3.167
C 0.630 1.357 -0.584
H -0.292 -1.839 -1.255
C 2.028 0.115 5.380
O -1.036 -1.235 2.949
C 1.265 -0.103 -2.390
H -1.761 -2.027 -5.654
C 1.402 2.380 -1.121
H -1.164 3.429 -0.069
C -0.311 -0.950 -0.613
C 2.042 0.915 -2.923
H -1.413 -0.152 -4.042
H 0.076 1.491 0.332
C 3.160 -2.330 2.859
H 2.708 2.945 -2.707
C 3.334 -1.757 4.130
C 1.451 -1.910 0.998
H 0.922 3.196 1.344
H -0.695 5.084 -0.455
C -0.630 4.302 0.297
C 2.063 -1.709 2.303
O 1.582 -0.782 3.167
H 1.215 -1.066 -2.874
H -1.982 0.889 -1.959
N -1.667 -0.482 -0.421
C -2.045 -0.513 0.868
H -3.430 0.317 -1.076
H 1.346 4.873 0.944
H -1.110 4.649 1.209
H 2.645 -0.116 6.242
H 4.086 -2.001 4.852
C -2.231 -2.036 -4.679
H 0.977 0.025 5.651
O 1.552 3.619 -0.585
C 2.345 -0.815 4.266
N -2.978 -3.093 -4.416
C -3.452 -2.171 -2.269
C 0.128 -1.309 0.788

***

Entry 5:
78
Properties=species:S:1:pos:R:3 method="wB97M-V/def2-TZVPD" orbital_gap_ev="6.474 / 6.474" e_above_lowest_kcal_mol=0.0 total_energy_ha=-3692.01667 homo_ev="-15.261 / -15.261" total_charge=+3
H -1.837 2.557 2.418
Lu -0.582 -1.160 -0.280
H 6.395 1.028 -1.169
H 1.178 -2.078 6.209
H 3.695 -0.645 -0.363
C 0.772 2.066 1.552
H -2.394 -1.471 -5.031
H -4.181 -0.383 1.217
H -1.672 2.801 -1.286
H 1.523 -2.276 -0.533
H -0.002 -1.902 -4.359
C -1.708 -0.653 -4.839
C 3.876 0.413 -0.152
H 6.082 2.665 -1.821
S 2.213 -0.089 -4.271
N -1.243 -2.118 3.553
H 6.115 1.249 -2.922
H -3.653 1.360 -1.154
H -4.117 -2.148 1.010
H 2.372 3.084 -1.860
C 1.204 -2.117 3.431
C 0.513 0.170 -4.275
H 4.812 0.493 0.419
C -1.306 -2.250 5.022
H -3.391 0.594 -2.729
C -2.183 0.663 -4.898
C -1.347 1.724 -4.512
H 2.612 -0.904 4.517
H -3.509 -2.095 -3.070
H -2.000 0.783 2.410
C -0.009 1.482 -4.188
H -1.033 -1.072 6.761
H 4.024 3.740 -1.856
H 2.050 -2.371 -3.314
H 0.665 2.264 -3.835
H -2.111 -2.216 3.018
C -4.321 -1.199 0.500
H 3.048 0.795 0.456
H -1.317 3.882 0.092
C 0.858 -1.129 5.761
H -3.176 0.881 -5.309
H 1.233 -0.330 6.408
C -3.731 -2.345 -2.026
H -0.817 -3.176 5.351
H 1.216 -0.002 3.950
H 1.169 1.191 2.086
H -4.809 -2.509 -1.904
H 3.280 0.798 -2.837
H -1.742 2.742 -4.434
H 0.236 -2.768 -1.759
C -0.942 3.033 -0.500
H -3.204 -3.277 -1.785
H 1.564 2.483 0.916
O -0.287 -1.763 1.575
C 5.832 1.599 -1.922
C -2.001 1.680 1.779
C 3.364 2.996 -1.399
P -0.652 1.543 0.530
H -2.975 1.759 1.283
H 0.471 2.821 2.294
C -0.380 -0.897 -4.503
C 1.521 -0.963 4.399
C 0.986 -1.989 -1.477
H -5.353 -1.194 0.130
P 4.064 1.366 -1.666
H -0.008 3.336 -0.989
C -0.143 -1.996 2.839
H 1.929 -2.132 2.604
C -0.665 -1.069 5.730
P -3.188 -1.011 -0.917
C -3.856 0.462 -1.747
H 2.858 -1.204 -2.133
H -1.010 -0.124 5.286
H 3.286 3.209 -0.327
C 1.905 -1.619 -2.511
H -2.364 -2.320 5.284
H 1.237 -3.093 3.945
H -4.939 0.346 -1.870

***

Entry 6:
9
Properties=species:S:1:pos:R:3 method="wB97M-V/def2-TZVPD" orbital_gap_ev="7.433 / 5.744" e_above_lowest_kcal_mol=89.6 total_energy_ha=-1250.67672 homo_ev="-8.815 / -7.927" total_charge=0
H 0.079 1.832 -0.122
O 1.582 -0.650 -1.266
H 1.948 -0.377 1.265
C -0.473 -0.552 0.809
H -0.519 -0.890 1.788
P 1.174 -0.949 0.115
S -1.855 0.328 -1.256
P -0.285 1.588 -1.610
N -1.651 -0.330 0.277

***

Entry 7:
15
Properties=species:S:1:pos:R:3 method="wB97M-V/def2-TZVPD" orbital_gap_ev=7.373 e_above_lowest_kcal_mol=153.1 total_energy_ha=-362.56947 homo_ev=-7.774 total_charge=0
N -0.281 -1.901 -0.260
C 0.554 -1.032 0.325
H -0.399 -2.819 0.957
H 1.767 -2.592 0.419
O 1.752 -1.529 0.621
C -1.326 -0.106 -0.398
C 0.874 1.467 0.029
H 0.797 3.883 0.373
C -1.504 -1.373 -0.460
H -0.687 3.089 0.166
H 2.196 1.214 -0.237
C 0.365 2.791 0.319
H -1.861 0.731 -0.918
C 0.112 0.237 -0.077
H -2.359 -2.058 -0.859

***

Entry 8:
44
Properties=species:S:1:pos:R:3 method="wB97M-V/def2-TZVPD" orbital_gap_ev=5.315 e_above_lowest_kcal_mol=30.1 total_energy_ha=-6123.02715 homo_ev=-10.782 total_charge=+1
C -0.358 1.884 0.639
H -0.499 2.162 1.704
H -2.926 -0.068 -2.721
H 2.420 -2.531 0.716
H -2.604 -0.567 2.215
Br -0.036 -3.979 -1.666
C 1.870 0.733 0.281
C 3.115 1.100 -0.269
H -5.052 0.586 -1.564
C -0.912 -2.885 -0.339
Br -3.664 -3.325 2.833
H 0.937 -0.663 1.626
H 5.119 0.564 -0.730
H -4.944 1.935 0.543
C -2.894 0.554 -1.823
C -1.804 -3.454 0.611
H 1.639 4.008 -0.412
C 3.904 -1.131 -0.053
C -4.032 1.654 0.014
N -2.076 -4.765 0.567
H 4.167 3.848 -1.745
N 3.095 2.466 -0.542
C 1.744 -0.501 0.896
C 4.160 0.207 -0.383
C -1.669 0.951 -1.310
C 4.272 3.254 -0.836
N -1.219 -0.750 0.673
C -2.816 1.999 0.580
C -2.418 -2.595 1.567
H 4.509 3.956 -0.030
H 5.121 2.586 -0.956
H 4.653 -1.903 -0.240
H -2.743 2.513 1.546
C 2.663 -1.491 0.522
C -4.085 0.939 -1.193
H -0.745 0.660 -1.816
H -2.713 -5.218 1.209
C -0.676 -1.526 -0.274
C 1.851 2.952 -0.303
H 0.001 -1.121 -1.018
H -1.643 -5.367 -0.129
C -1.592 1.669 -0.073
C -2.116 -1.241 1.528
C 0.996 1.902 0.156